# 1
Density functional theory data (ωB97M-V/def2-TZVPD) for a gas-phase ion, C4H8N (charge +1) in a non-equilibrium geometry.

Geometry (Å):
N 1.063 0.066 -0.353
C -0.154 -0.213 0.383
C 1.098 0.316 -1.599
C -1.288 0.708 0.332
C -0.031 -1.268 1.195
H 1.900 0.164 0.205
H -1.073 1.758 0.125
H 2.013 0.625 -2.067
H 0.176 0.220 -2.156
H -1.780 0.721 1.303
H -0.790 -1.720 1.814
H -2.047 0.429 -0.408
H 0.912 -1.806 1.226

Values from the calculation:
**Net charge**: +1
**LUMO**: -0.1997 Eh
**Energy**: -211.65952 a.u.
**Structure (SMILES)**: C=[NH+]C(=C)C
**Energy relative to the best compared isomer or geometry (same formula, charge and spin)**: 30.4 kJ/mol
**F_max**: 2.4 eV Å⁻¹
**Highest occupied orbital energy**: -14.774 eV



# 2
Density functional theory data (ωB97M-V/def2-TZVPD) for 4 unconnected molecules or ions with the total composition C15H34N3O5 in a non-equilibrium geometry.

Geometry (Å):
O -0.866 5.030 4.500
O -3.201 -0.063 0.742
O 1.571 -1.576 -5.699
O 0.242 -0.336 1.501
O 0.344 0.354 -2.828
N 1.260 -2.760 -3.818
N 1.443 1.904 -3.996
N -0.686 2.805 4.304
C 2.286 -3.859 -5.751
C -1.894 0.484 0.820
C -3.438 -0.980 1.781
C 0.952 2.329 -1.624
C 2.123 3.161 -4.224
C 0.881 1.449 -2.844
C 1.313 -3.929 -2.962
C 1.091 -1.500 1.657
C -0.586 1.432 4.769
C -0.802 3.789 6.544
C 2.538 -1.269 1.124
C -4.711 -1.800 1.357
C 1.682 -2.640 -5.100
C -0.750 -0.537 0.512
C -0.788 3.936 5.044
H -4.681 -1.826 0.252
H -1.425 0.865 4.363
H 2.153 3.770 -3.327
H 2.746 -2.069 0.369
H 0.670 -2.413 1.186
H 0.466 1.826 -0.792
H 3.144 2.956 -4.554
H 0.298 -4.182 -2.649
H -1.835 1.261 0.032
H 1.152 -1.686 2.757
H -5.605 -1.206 1.621
H -2.614 -1.691 1.957
H -1.688 1.009 1.776
H 0.126 3.328 6.888
H 0.866 -1.908 -3.439
H 1.905 -3.689 -2.076
H 3.250 -1.428 1.965
H 1.357 1.255 -4.766
H 3.176 -4.177 -5.205
H -0.682 2.973 3.310
H -3.690 -0.491 2.746
H -4.727 -2.806 1.796
H 1.601 3.708 -5.013
H -0.296 -0.317 -0.484
H 1.755 -4.781 -3.470
H -1.125 -1.580 0.473
H -0.599 1.372 5.853
H 0.437 3.275 -1.810
H -1.656 3.187 6.858
H -0.887 4.774 6.996
H 1.559 -4.671 -5.783
H 1.991 2.514 -1.352
H 2.575 -3.611 -6.770
H 0.345 1.005 4.392

Values from the calculation:
**Net charge**: -1
**LUMO**: 0.1042 Eh
**Energy**: -1132.34451 a.u.
**F_max**: 2.8 eV Å⁻¹
**Highest occupied orbital energy**: -1.606 eV



# 3
Density functional theory data (ωB97M-V/def2-TZVPD) for C5H8O2 in the gas phase.

Geometry (Å):
O 3.072 1.243 -0.125
O -2.594 0.227 -0.632
C -0.133 0.359 -0.395
C 1.631 -0.227 1.270
C 2.409 0.549 0.545
C 0.182 -0.448 0.872
C -1.342 -0.039 -1.229
H 2.077 -0.691 2.143
H -1.254 -1.095 -1.533
H -1.315 0.560 -2.145
H -0.472 -0.145 1.701
H -0.220 1.419 -0.127
H 0.724 0.270 -1.075
H 0.007 -1.522 0.709
H -2.771 -0.458 0.021

Values from the calculation:
**LUMO**: 0.0267 Eh
**Energy**: -345.75181 a.u.
**Structure (SMILES)**: O=C=CCCCO
**Energy relative to the best compared isomer or geometry (same formula, charge and spin)**: 139.5 kJ/mol
**F_max**: 1.0 eV Å⁻¹
**Highest occupied orbital energy**: -8.930 eV